A cluster of 15 separate species, F6H28O14P in total in a non-equilibrium geometry. Source: the OMol25 dataset; level of theory: ωB97M-V/def2-TZVPD.

HOMO-LUMO gap = 9.70 eV
net charge = -1
E = -54723.7112 eV
E_HOMO = -7.31 eV
energy above the lowest of the compared OMol25 structures with the same formula, charge and spin = 94.8 kJ/mol

Element x y z (Å)
P1 -0.195 0.119 -0.035
F1 -1.492 0.197 0.925
F2 -0.247 1.740 -0.122
F3 0.755 0.361 1.274
F4 1.234 0.041 -0.888
F5 -0.072 -1.479 0.114
F6 -1.053 0.037 -1.378
O1 -1.207 1.882 3.301
H1 -0.891 1.067 3.713
H2 -1.631 1.588 2.487
O2 1.904 -3.044 -1.426
H3 2.561 -3.125 -2.124
H4 1.612 -2.122 -1.465
O3 -2.881 -2.004 -1.314
H5 -2.356 -1.297 -0.896
H6 -3.165 -2.547 -0.572
O4 -2.071 -0.999 3.457
H7 -1.852 -1.623 2.744
H8 -2.907 -0.605 3.187
O5 -2.845 -0.640 -3.800
H9 -2.088 -0.918 -3.280
H10 -3.601 -0.914 -3.275
O6 2.459 3.050 -2.055
H11 2.486 2.872 -1.105
H12 3.166 3.685 -2.207
O7 3.942 0.326 -1.343
H13 4.096 0.730 -2.202
H14 2.978 0.231 -1.291
O8 0.317 1.829 -3.180
H15 0.336 1.034 -2.626
H16 1.208 2.215 -3.077
O9 -0.391 4.555 1.622
H17 -0.284 4.823 2.540
H18 -0.632 3.622 1.675
O10 -0.514 -4.296 -0.429
H19 0.279 -3.820 -0.732
H20 -0.801 -4.809 -1.189
O11 2.130 2.244 2.923
H21 2.725 1.542 2.643
H22 1.303 2.059 2.460
O12 -1.229 -3.384 2.394
H23 -0.974 -3.727 1.526
H24 -1.403 -4.165 2.926
O13 -2.032 2.762 -1.880
H25 -1.507 2.574 -1.088
H26 -1.524 2.336 -2.591
O14 2.220 -1.653 2.092
H27 2.784 -1.106 1.539
H28 1.350 -1.240 2.028

Force components x, y, z for each atom (eV/Å):
P 1.297 1.117 1.610
F -0.189 -0.759 -0.708
F 0.517 -0.108 -0.432
F -0.338 -0.414 0.104
F -0.742 0.327 -0.577
F -0.706 0.460 0.007
F 0.162 -0.501 0.135
O 0.089 0.386 0.002
H -0.155 -0.078 -0.187
H 0.069 -0.236 0.096
O -0.100 0.211 -0.176
H -0.025 -0.036 0.049
H 0.081 -0.065 0.185
O -0.003 0.269 0.475
H -0.396 -0.447 -0.356
H 0.097 -0.082 -0.056
O -0.189 0.053 -0.029
H 0.099 -0.098 0.365
H 0.073 0.066 0.034
O -0.117 0.120 -0.501
H -0.022 -0.048 0.120
H 0.147 -0.050 0.176
O 0.508 0.187 0.148
H -0.160 -0.043 -0.087
H -0.069 -0.012 0.007
O -0.071 -0.141 -0.070
H -0.060 0.070 0.054
H 0.304 0.109 0.062
O 0.452 -0.516 -0.291
H 0.019 0.342 -0.303
H -0.602 -0.012 0.173
O -0.023 0.080 -0.062
H 0.011 -0.144 0.008
H 0.058 0.035 0.092
O 0.079 -0.068 0.162
H -0.033 -0.118 0.029
H -0.048 0.073 0.017
O 0.135 0.132 0.012
H -0.116 -0.045 0.013
H 0.004 -0.027 0.104
O -0.046 -0.184 -0.216
H 0.113 0.011 -0.259
H 0.004 0.102 0.070
O -0.216 -0.008 -0.004
H -0.250 0.202 -0.532
H -0.045 0.316 0.301
O 0.226 -0.276 0.280
H -0.096 -0.025 -0.069
H 0.274 -0.127 0.025

***

A structure of composition C4H12KO2 in a non-equilibrium geometry. Source: the OMol25 dataset; level of theory: ωB97M-V/def2-TZVPD.

HOMO-LUMO gap = 10.56 eV
net charge = +1
E = -24757.5741 eV
E_HOMO = -14.10 eV
energy above the lowest of the compared OMol25 structures with the same formula, charge and spin = 10.8 kJ/mol

Element x y z (Å)
K1 1.189 -0.790 -2.410
C1 -2.985 -1.382 0.652
C2 -1.559 -1.749 0.265
O1 -1.345 -1.543 -1.135
H1 -3.182 -0.353 0.335
H2 -3.170 -1.369 1.728
H3 -3.746 -2.024 0.202
H4 -1.349 -2.783 0.545
H5 -0.917 -1.082 0.840
H6 -2.074 -1.961 -1.606
C3 2.364 2.465 -0.447
C4 1.670 1.412 0.417
O2 2.068 0.066 0.075
H7 1.859 2.676 -1.388
H8 3.364 2.099 -0.710
H9 2.562 3.366 0.129
H10 0.585 1.489 0.339
H11 1.902 1.611 1.464
H12 2.763 -0.148 0.705

Force components x, y, z for each atom (eV/Å):
K -0.208 -0.049 0.390
C -0.288 0.499 -0.090
C -0.997 0.001 0.761
O 0.566 0.110 -0.214
H -0.020 -0.099 -0.138
H 0.297 -0.303 -0.005
H 0.137 -0.080 -0.061
H 0.184 0.012 -0.087
H 0.432 -0.078 -0.382
H -0.013 0.019 0.041
C 0.693 -0.568 0.062
C -0.014 0.611 0.036
O -0.154 0.257 0.046
H -0.182 0.192 0.107
H -0.091 -0.051 0.050
H -0.402 0.214 -0.178
H -0.013 -0.185 -0.123
H 0.042 -0.189 0.004
H 0.031 -0.315 -0.218